Entry 1:
ORCA calculation (ωB97M-V with the def2-TZVPD basis set) on a cluster of 2 separate species, C8H18BNO5P in total.

For the gap between HOMO and LUMO, the calculation gives 8.0 eV. The net charge is -1. The LUMO energy comes out at 2.74 eV. The calculation puts the energy relative to the best compared isomer or geometry (same formula, charge and spin) at 191.0 kJ/mol. As for the multiplicity: 1. The calculation puts the HOMO energy at -5.278 eV.

```
34
Properties=species:S:1:pos:R:3:forces:R:3
P 1.477990 0.418692 -0.370313 1.55 3.11 -0.88
O -0.826116 4.050718 1.444538 3.34 0.45 -0.05
O 2.641590 -0.826327 -0.431248 -1.53 0.84 0.05
O 0.119138 -0.005846 -1.330888 2.03 0.00 1.02
O 2.107914 1.648725 -1.065494 -1.23 -2.41 1.17
O 0.473905 5.161145 2.937776 -0.17 -1.78 -3.25
N 0.154508 -2.605371 0.655021 -2.18 -0.30 -3.18
C 1.800302 4.294528 1.098095 0.05 0.32 -0.81
C -2.198454 -3.924594 -1.583901 0.00 -0.30 0.02
C -1.318214 -2.672792 -1.581366 0.15 -0.16 0.79
C -0.755699 2.794107 0.687700 -1.07 -0.99 -1.69
C -1.391731 -5.218197 -1.540172 -0.06 -0.12 0.00
C 1.010255 0.781179 1.425795 0.53 -1.88 0.30
C 0.428104 4.496087 1.866712 -0.61 1.52 2.84
C -0.493424 -2.630943 -0.332705 1.67 0.35 2.33
B -0.491176 1.445738 1.603728 -0.11 0.07 -0.77
H -2.818561 -3.922507 -2.485382 0.03 0.12 0.05
H 0.965462 -0.251866 1.933267 0.15 1.39 -0.72
H 2.512220 3.576808 1.634939 -1.37 0.84 -0.74
H -0.708314 -5.283140 -2.392154 -0.02 -0.01 0.07
H -1.939321 -1.775827 -1.626532 0.24 0.03 0.13
H 2.338200 5.305784 1.092891 -0.98 -1.29 0.26
H -0.653368 -2.668950 -2.448718 0.06 0.05 0.15
H 0.205199 0.485751 -2.180962 0.31 -0.25 1.02
H 3.480005 -0.489591 -0.053988 -0.82 0.05 -0.30
H -0.771413 1.602064 2.765112 0.26 0.29 0.35
H -1.802158 2.655606 0.224329 1.41 0.64 0.73
H -0.804817 -5.295471 -0.621753 0.01 0.09 -0.08
H 1.828081 1.368178 1.978509 -0.69 -0.81 -1.42
H -1.271190 0.607514 1.216348 -0.26 -0.31 -0.27
H -2.877783 -3.901134 -0.726175 0.04 0.11 -0.09
H 1.688204 3.993877 0.002909 0.13 0.05 1.66
H -0.050625 2.869619 -0.223227 -0.92 0.23 1.36
H -2.058713 -6.083562 -1.572692 0.06 0.03 -0.04
```
Forces are in eV/Å.

***

Entry 2:
ORCA calculation (ωB97M-V with the def2-TZVPD basis set) on a structure of composition C8H18ClF6NNiO11S2.

For the gap between HOMO and LUMO (spin up / spin down), the calculation gives 3.2 / 8.7 eV. The net charge is -1. The LUMO energy (spin up / spin down) comes out at 2.25 / 2.13 eV. As for the multiplicity: 4. The calculation puts the HOMO energy (spin up / spin down) at -0.919 / -6.543 eV.

```
48
Properties=species:S:1:pos:R:3:forces:R:3
Ni -1.035024 0.156463 -0.003254 -0.60 0.45 -0.36
Cl -3.983414 1.273773 0.174206 -1.65 0.52 -0.15
S 2.113276 -0.622157 -1.257034 2.68 -0.71 0.02
S 0.524796 1.065503 -2.616554 -2.75 0.94 0.02
F -1.535264 -0.290037 -3.756184 0.68 -0.02 -0.49
F 0.355036 -1.383347 -3.772024 -0.48 -0.47 0.02
F 4.392926 0.719513 -1.121724 1.25 0.22 0.09
F 0.119786 0.202323 -5.172364 -0.76 0.15 0.16
F 2.730096 1.878833 -0.461014 -0.20 -0.10 0.06
F 3.484946 0.382583 0.861486 0.67 0.02 0.92
O -0.578234 -0.767477 1.903436 0.43 -0.01 0.60
O -5.313464 0.895973 -0.259594 0.96 0.33 -0.05
O -0.483464 2.114823 -2.546324 0.14 -0.36 -0.21
O -3.540594 0.372183 1.182786 0.74 -1.41 1.89
O -3.014704 1.137053 -0.881784 0.80 0.03 -1.36
O -0.689394 1.856243 1.157906 0.20 1.05 0.22
O -1.780984 -1.629667 -0.633554 0.32 -1.00 0.61
O -3.979114 2.610543 0.688496 -0.01 0.19 -0.11
O 2.050786 -1.714867 -0.292354 -0.56 -0.08 0.70
O 2.673606 -0.990067 -2.539484 0.73 -0.84 -0.35
O 1.798626 1.523463 -3.108304 -0.15 -0.73 0.21
N 0.466736 0.207053 -1.280354 -2.80 1.02 -0.95
C -1.251904 -2.954357 -0.352234 0.35 -0.59 -0.78
C 3.269976 0.636833 -0.435664 0.16 -0.18 -0.22
C -0.197214 -0.188497 -3.927054 1.12 1.14 0.94
C 0.544346 -0.518687 2.777206 0.93 -0.13 -0.03
C 1.206426 -1.805077 3.291006 0.25 0.54 0.07
C -0.004334 3.073893 0.875586 1.82 1.24 -1.02
C -0.596244 -3.511217 -1.615204 0.39 0.27 0.55
C 1.101406 3.396513 1.893326 0.02 -0.74 -0.03
H 0.729846 3.577543 2.901916 -0.26 0.39 0.00
H 1.539906 -2.427507 2.460666 -0.11 -0.04 0.07
H 2.075896 -1.528597 3.887396 0.36 0.28 -0.33
H -0.509034 -2.982067 0.444936 -0.22 0.71 0.06
H -1.263094 -3.416957 -2.472254 0.08 -0.26 -0.06
H 1.252936 0.082823 2.207836 0.03 -0.40 -0.29
H 0.430936 3.045023 -0.123314 0.11 -0.79 0.06
H -2.118354 -3.544557 -0.053864 0.05 -0.23 0.15
H -2.543134 -1.855597 -1.171774 -0.28 1.00 -0.22
H 1.808706 2.577593 2.024506 -0.05 -0.27 -0.34
H -0.250744 -4.530357 -1.441754 -0.44 -0.27 -0.10
H -1.228334 -1.211027 2.453186 -0.50 -0.07 -0.34
H -1.152654 2.107143 1.960426 -0.74 -0.83 0.16
H -0.629944 3.957513 0.749406 -0.86 -0.32 0.53
H 0.334756 -2.977697 -1.806754 -0.21 0.31 -0.11
H 0.658256 -2.365087 4.048636 -0.72 -0.12 -0.41
H 1.713676 4.227663 1.543456 -0.28 0.21 0.07
H 0.300966 0.136053 3.613976 -0.65 -0.06 0.12
```
Forces are in eV/Å.

***

Entry 3:
ORCA calculation (ωB97M-V with the def2-TZVPD basis set) on a structure of composition C8H18ClGdIO2P.

For the gap between HOMO and LUMO (spin up / spin down), the calculation gives 7.3 / 4.3 eV. The net charge is +2. The LUMO energy (spin up / spin down) comes out at -8.20 / -10.61 eV. As for the multiplicity: 8. The calculation puts the HOMO energy (spin up / spin down) at -15.536 / -14.940 eV.

```
32
Properties=species:S:1:pos:R:3:forces:R:3
Gd 0.784650 -2.346115 -1.275450 -0.78 0.23 0.51
I -1.845586 0.389953 1.460234 -1.13 -1.10 0.43
Cl 2.080471 -1.118418 -2.844930 0.49 0.41 -0.49
P -0.706704 1.261344 -2.037282 -1.03 2.55 -2.44
O -0.604687 2.438005 3.237179 0.88 -1.64 -2.69
O 1.142572 -2.208082 0.967661 0.04 -2.19 2.71
C 0.429424 2.349419 -3.046234 0.95 -0.90 0.80
C 0.564738 1.948614 1.097953 0.99 0.43 -0.29
C 1.391351 -2.214739 3.384004 0.59 -0.18 -0.15
C -0.414331 1.848058 2.208286 -1.09 1.93 2.30
C 0.632636 -4.332266 2.120965 0.77 0.00 -0.08
C -1.742486 2.681932 -1.441904 -0.16 -0.43 1.11
C 1.096961 -2.891405 2.079063 -0.61 1.73 -1.46
C -1.797527 0.619221 -3.360137 -0.08 -1.09 0.47
H -1.303588 -0.206961 -3.881090 -0.11 0.16 -0.07
H 1.101700 -4.895910 1.278455 -0.40 0.27 0.62
H 1.649503 -2.956226 4.139237 -0.13 0.06 -0.01
H -2.015240 3.350779 -2.279663 0.28 -0.59 0.12
H -1.167671 3.274445 -0.711211 -0.32 -0.22 -0.25
H -0.128687 2.899253 -3.822516 -0.05 -0.45 0.39
H -2.706023 0.235671 -2.883158 0.03 0.03 -0.22
H -0.471209 -4.371494 2.006949 0.52 0.10 0.12
H 2.212212 -1.497615 3.327775 -0.01 -0.03 -0.35
H 1.198756 1.699819 -3.485311 -0.06 0.54 -0.06
H 0.755604 2.989468 0.761139 0.41 -0.52 0.82
H 0.102911 1.441335 0.266213 0.36 -0.03 -0.13
H 0.542071 -1.634529 3.759400 -0.29 -0.20 -0.28
H 0.880095 3.071711 -2.346016 0.04 -0.28 -0.40
H -2.064516 1.399574 -4.082887 0.21 0.01 0.31
H 1.446822 1.339099 1.386248 -0.11 0.79 -0.19
H -2.649190 2.293044 -0.959466 0.22 0.31 -0.12
H 0.927521 -4.792844 3.099211 -0.40 0.31 -1.03
```
Forces are in eV/Å.

***

Entry 4:
ORCA calculation (ωB97M-V with the def2-TZVPD basis set) on a cluster of 2 separate species, C8H18ClN2O4 in total.

For the gap between HOMO and LUMO, the calculation gives 9.4 eV. The net charge is +1. The LUMO energy comes out at -3.26 eV. As for the multiplicity: 1. The calculation puts the HOMO energy at -12.641 eV.

```
33
Properties=species:S:1:pos:R:3:forces:R:3
Cl 0.246864 -1.875918 -0.499088 -0.10 0.01 -0.05
O -3.428934 0.507877 2.192849 0.13 0.18 0.07
O -4.543594 2.018026 0.935100 0.14 0.23 0.04
O -5.066478 1.591273 3.087495 0.07 0.12 0.12
O 4.547002 -2.814821 -1.445715 -0.13 -0.21 -0.21
N 3.707522 0.149139 -1.001687 0.09 -0.19 0.31
N 2.381329 -2.116784 -2.032068 -0.19 0.18 -0.15
C 1.960456 -1.567003 -0.695305 0.37 -0.15 0.17
C 4.221467 -0.482380 -2.192433 0.10 0.07 -0.17
C -2.590293 0.228435 1.065322 0.00 -0.07 -0.01
C -6.152731 2.525840 2.990255 0.04 0.01 0.02
C 3.894635 -1.971069 -2.308193 -0.11 0.11 -0.04
C -1.488702 1.256502 0.921895 0.02 0.02 0.03
C -4.351081 1.457572 1.983016 -0.36 -0.52 -0.26
C 2.320201 -0.082771 -0.666580 -0.08 0.05 -0.26
H -1.905800 2.236161 0.695497 0.00 0.00 0.00
H 4.334682 0.133311 -0.213699 0.00 0.04 0.06
H 1.856210 -1.606780 -2.749987 -0.01 -0.10 -0.04
H 1.666526 0.441898 -1.382538 0.09 -0.08 0.11
H 4.027468 -2.344915 -3.326950 0.01 0.04 0.10
H 4.863178 -2.355239 -0.665234 0.14 0.20 0.25
H 5.312521 -0.399136 -2.211969 -0.16 0.08 -0.04
H -6.799233 2.268282 2.154523 -0.01 -0.01 0.01
H -3.204018 0.180858 0.165829 0.00 0.00 0.01
H 2.115158 -3.101574 -2.106771 0.04 -0.02 0.07
H -0.823403 0.974522 0.102299 -0.01 0.01 0.00
H 2.097785 0.317041 0.324187 0.02 -0.03 -0.12
H -2.189885 -0.762221 1.280073 0.02 0.02 -0.01
H -0.907584 1.323610 1.842743 0.02 0.00 -0.01
H -6.683046 2.440615 3.932339 -0.02 0.03 -0.01
H -5.768954 3.534828 2.853765 -0.01 0.00 0.00
H 2.502824 -2.146479 0.055566 -0.08 0.13 -0.08
H 3.847909 0.041302 -3.084535 -0.02 -0.15 0.09
```
Forces are in eV/Å.

***

Entry 5:
ORCA calculation (ωB97M-V with the def2-TZVPD basis set) on a structure of composition C8H18I2NOP2PmS.

For the gap between HOMO and LUMO (spin up / spin down), the calculation gives 6.2 / 6.3 eV. The net charge is +2. The LUMO energy (spin up / spin down) comes out at -8.17 / -8.17 eV. The calculation puts the energy relative to the best compared isomer or geometry (same formula, charge and spin) at 0.0 kJ/mol. As for the multiplicity: 5. The calculation puts the HOMO energy (spin up / spin down) at -14.415 / -14.454 eV.

```
34
Properties=species:S:1:pos:R:3:forces:R:3
Pm -0.232453 0.112855 -0.670242 0.09 1.12 1.27
I -0.893106 -2.911700 -3.637068 0.43 -0.03 0.64
I 0.595513 -3.904903 -1.579689 -0.44 0.49 -0.43
S 0.378476 3.340117 3.265287 -0.16 -0.83 -1.04
P -2.496889 -0.470447 0.749538 -1.83 0.29 -0.16
P 2.475222 0.475334 -0.809867 1.28 0.80 -1.15
O 1.086777 -1.444747 2.579460 -1.64 0.29 -5.10
N 0.004755 1.679616 1.043924 -0.19 -1.12 -1.32
C 0.168460 2.389956 2.006699 0.08 0.55 0.61
C -3.410154 1.157075 0.799564 0.40 0.42 0.08
C -2.833109 -1.348410 2.289599 0.45 -0.29 0.48
C 2.636827 -0.243835 -2.520434 -0.13 -0.29 -0.09
C 3.877853 -0.073425 0.182633 0.03 -0.36 0.62
C 0.720024 -1.332736 1.479747 1.53 -0.02 4.95
C 2.654855 2.310413 -1.099324 -0.41 0.29 0.33
C -3.327419 -1.376020 -0.649221 0.17 -0.28 -0.23
H 3.769448 0.356892 1.182672 0.01 0.17 -0.10
H -4.498545 1.109059 0.966370 0.43 -0.42 -0.04
H 2.525410 2.849695 -0.147864 0.23 -0.38 -0.10
H 1.837717 2.724973 -1.715019 0.16 -0.44 -0.04
H -2.340267 -0.804270 3.100793 -0.13 0.15 -0.06
H 3.804459 -1.152272 0.342397 0.01 -0.01 -0.20
H 3.584488 0.027643 -3.007350 -0.24 -0.08 0.21
H -2.875102 -2.362857 -0.836412 -0.19 0.10 0.49
H -4.410789 -1.495454 -0.502837 0.33 0.06 0.05
H 2.520482 -1.340196 -2.520906 0.37 0.27 0.28
H -2.969580 1.806765 1.572066 -0.10 -0.45 0.00
H 1.832659 0.079728 -3.204754 0.15 0.34 0.27
H 4.882127 0.152943 -0.182478 -0.28 0.15 -0.27
H -3.193596 -0.885944 -1.629908 -0.10 0.34 0.37
H -3.876738 -1.512133 2.566996 0.01 0.21 -0.35
H 3.594004 2.651628 -1.564533 -0.21 -0.56 0.16
H -3.264381 1.752182 -0.118749 0.00 -0.46 0.02
H -2.327429 -2.317524 2.268910 -0.12 -0.03 -0.17
```
Forces are in eV/Å.

***

Entry 6:
ORCA calculation (ωB97M-V with the def2-TZVPD basis set) on a cluster of 3 separate species, C8H18IN3O in total.

For the gap between HOMO and LUMO, the calculation gives 8.6 eV. The LUMO energy comes out at 0.10 eV. The calculation puts the energy relative to the best compared isomer or geometry (same formula, charge and spin) at 0.0 kJ/mol. The SMILES is CCCC/N=C/N.IN=C1CC1.O. As for the multiplicity: 1. The calculation puts the HOMO energy at -8.494 eV.

```
31
Properties=species:S:1:pos:R:3:forces:R:3
I 0.253857 -3.094571 -1.300687 0.07 0.13 0.39
O -3.150944 -0.234873 -0.546944 -2.41 1.74 2.57
N -1.085830 -1.964920 -0.223437 -0.36 -0.19 0.29
N -2.159558 0.720533 -3.121696 3.49 1.28 -0.98
N -0.423754 0.455209 -1.697280 2.37 0.56 0.01
C -0.849494 0.962068 -2.777832 -1.66 -0.26 0.46
C -1.703838 -1.469447 2.248356 -3.89 1.33 0.98
C 3.334356 1.517562 0.693742 0.36 0.65 -0.22
C 2.124554 0.704680 1.091325 -0.42 1.54 0.06
C 0.895028 1.055191 0.306530 0.38 -0.01 -2.32
C 0.983313 0.750839 -1.257602 -0.77 -0.70 1.41
C -0.468136 -2.302094 2.280179 1.07 -0.79 2.34
C -1.053573 -1.946354 1.029467 -0.01 -0.16 -1.20
H -2.545122 0.971736 -3.963830 -0.66 0.78 -2.00
H 3.331293 2.545960 1.025386 -0.63 0.48 0.12
H -0.630451 -3.310931 2.707153 0.42 0.59 -0.46
H -0.354353 1.666559 -3.423940 0.64 0.11 -0.35
H 4.198781 1.159055 1.170184 1.31 -0.84 0.75
H 1.585363 1.451420 -1.806897 -0.42 1.22 -0.53
H 1.851933 0.844679 2.145579 0.45 0.15 0.02
H -1.879353 -0.395517 2.554065 1.34 -0.99 -0.57
H 1.636248 -0.123046 -1.396254 -0.58 -0.48 0.30
H -2.240642 -0.483857 -0.627096 1.34 -0.31 0.18
H 0.577970 2.090256 0.473358 -0.11 -0.19 0.00
H -2.663987 -1.933858 2.642560 1.22 -0.02 -1.08
H 3.629274 1.576308 -0.360693 -0.64 -0.40 -0.05
H -2.708234 0.303273 -2.486502 -2.38 -1.83 2.74
H 0.364669 -1.737886 2.689978 0.48 -0.43 -0.45
H 0.138051 0.358765 0.562803 -1.11 -0.24 0.68
H 2.303491 -0.325685 0.986118 0.44 -1.52 -0.29
H -3.290915 0.188947 0.383908 0.66 -1.23 -2.79
```
Forces are in eV/Å.

***

Entry 7:
ORCA calculation (ωB97M-V with the def2-TZVPD basis set) on the ion C8H18N3 with charge +1.

For the gap between HOMO and LUMO, the calculation gives 9.9 eV. The net charge is +1. The LUMO energy comes out at -3.91 eV. The calculation puts the energy relative to the best compared isomer or geometry (same formula, charge and spin) at 14.3 kJ/mol. The SMILES is C=CCN/C(N)=[NH+]/[C@@H](C)CC. As for the multiplicity: 1. The calculation puts the HOMO energy at -13.785 eV.

```
29
Properties=species:S:1:pos:R:3:forces:R:3
N 0.171887 0.472879 -0.826074 0.03 -0.31 -0.29
N 0.397188 -1.137532 -2.601414 -0.33 0.18 -0.33
N -1.591816 -0.909926 -1.370820 -0.06 -0.21 0.11
C 2.364497 -0.478963 -0.013861 0.07 -0.01 -0.13
C -2.568812 -0.307882 -0.429253 -0.03 0.02 -0.12
C -0.367223 -0.539754 -1.576624 0.16 0.20 0.07
C -2.155809 -1.430805 1.752914 -0.04 0.02 0.03
C -2.159700 -0.329585 1.019172 -0.05 -0.06 0.00
C 1.551337 2.504185 0.812362 0.10 0.00 -0.03
C 0.979883 0.036908 0.385648 -0.19 0.06 0.25
C 1.034566 1.188082 1.382813 0.07 0.05 0.04
H 0.789018 0.998852 -1.441270 0.17 -0.14 0.11
H 1.064340 2.765903 -0.129592 -0.03 0.01 0.04
H 0.051380 1.333039 1.831569 -0.01 0.01 -0.10
H 1.351888 3.323594 1.500967 0.04 -0.03 0.03
H -1.887731 0.625262 1.449433 -0.06 -0.03 0.01
H 2.375380 -1.561032 -0.146942 -0.04 0.00 -0.06
H 1.695007 0.856109 2.187544 -0.08 0.05 0.07
H -0.046406 -1.075987 -3.514079 -0.04 -0.02 0.04
H 2.629010 2.474258 0.645034 -0.02 0.00 -0.06
H -2.752435 0.707376 -0.777982 0.04 0.03 0.06
H -1.935756 -1.663167 -1.953224 0.06 -0.06 0.09
H 2.719570 -0.033543 -0.944065 0.01 0.07 0.04
H -2.414197 -2.402294 1.344371 -0.07 0.03 0.00
H 0.404109 -0.773216 0.834671 0.05 0.06 0.02
H 0.588080 -2.118307 -2.416186 0.21 0.09 0.12
H -1.898151 -1.399787 2.803205 0.06 -0.02 -0.02
H 3.094024 -0.241966 0.759865 -0.03 -0.04 0.02
H -3.483129 -0.882703 -0.568182 0.01 0.02 -0.03
```
Forces are in eV/Å.

***

Going through the records in order, we get F_max values of 3.868 3.127 3.679 0.686 5.363 4.229 0.504 eV/Å.
Going through the records in order, we get electronic energy values of -1112.8817 -4561.7654 -2330.3933 -1186.0501 -2729.7345 -852.6867 -479.6219 hartree.